{
  "formula": "C16H15N3O3S",
  "method": "ωB97M-V/def2-TZVPD",
  "e_above_lowest_kcal_mol": 34.51,
  "energy_ha": -1406.8425,
  "charge": 0,
  "symbols": ["C", "C", "N", "C", "O", "C", "C", "C", "C", "O", "C", "C", "C", "C", "C", "C", "O", "N", "C", "N", "C", "C", "S", "H", "H", "H", "H", "H", "H", "H", "H", "H", "H", "H", "H", "H", "H", "H"],
  "xyz": [[-0.445, -0.898, -4.779], [-0.746, -1.272, -3.328], [-0.796, -0.106, -2.475], [-1.882, 0.201, -1.723], [-2.914, -0.427, -1.747], [-1.633, 1.366, -0.829], [-0.506, 1.532, 0.022], [-0.765, 2.707, 0.668], [0.000, 3.468, 1.704], [1.044, 2.716, 2.260], [0.738, 1.621, 3.030], [-0.547, 1.209, 3.358], [-0.724, 0.082, 4.146], [0.361, -0.636, 4.609], [1.643, -0.222, 4.282], [1.833, 0.897, 3.498], [-1.934, 3.202, 0.231], [-2.461, 2.366, -0.688], [0.267, -2.241, -2.809], [0.710, -3.265, -3.439], [1.615, -3.961, -2.713], [1.884, -3.454, -1.484], [0.956, -2.033, -1.206], [0.512, -0.386, -4.847], [-1.226, -0.247, -5.163], [-0.399, -1.802, -5.378], [-1.743, -1.730, -3.263], [0.033, 0.466, -2.421], [0.327, 0.873, 0.153], [-0.692, 3.841, 2.472], [0.487, 4.332, 1.238], [-1.417, 1.744, 3.010], [-1.727, -0.231, 4.394], [0.212, -1.513, 5.220], [2.499, -0.775, 4.638], [2.822, 1.236, 3.233], [2.056, -4.844, -3.139], [2.557, -3.818, -0.735]],
  "forces_ev_per_angstrom": [[-0.15, -0.09, 0.18], [-0.39, 0.05, -0.37], [0.33, -0.09, -0.15], [-0.11, 0.08, -0.13], [-0.26, 0.00, 0.06], [0.16, 0.65, 0.75], [-0.19, 0.70, 0.23], [0.38, -0.81, -0.49], [-0.29, 0.39, -0.01], [0.07, -0.23, -0.02], [0.09, -0.20, 0.19], [-0.02, 0.30, -0.12], [0.05, -0.08, 0.07], [-0.09, -0.11, 0.07], [0.00, 0.02, -0.02], [-0.06, 0.20, -0.16], [0.58, 0.28, 0.63], [-0.80, -0.69, -0.98], [0.22, 0.28, 0.91], [-0.46, 0.07, -0.82], [0.37, -0.11, 0.59], [-0.11, 0.18, 0.06], [-0.07, -0.40, -0.61], [0.11, 0.04, -0.03], [-0.06, 0.06, -0.03], [0.05, -0.05, -0.08], [0.24, 0.09, 0.00], [-0.11, 0.11, 0.03], [0.21, -0.12, 0.10], [0.10, -0.04, -0.08], [-0.15, -0.12, 0.11], [-0.06, 0.06, -0.05], [-0.08, -0.02, 0.01], [-0.02, -0.07, 0.05], [0.08, -0.03, 0.03], [0.13, 0.04, -0.03], [0.13, -0.17, 0.00], [0.18, -0.15, 0.12]]
}